Record 1
{
  "formula": "C41H41N7Re",
  "method": "ωB97M-V/def2-TZVPD",
  "multiplicity": 4,
  "charge": 2,
  "lumo_energy_ev": [-4.93, -5.49],
  "orbital_gap_ev": [6.00, 6.46],
  "elements": ["Re", "C", "C", "C", "C", "C", "N", "C", "C", "C", "C", "C", "C", "C", "N", "C", "C", "C", "N", "C", "C", "N", "C", "C", "C", "N", "H", "H", "H", "H", "H", "H", "H", "H", "H", "H", "H", "H", "H", "H", "H", "H", "H", "H", "C", "C", "N", "C", "C", "N", "C", "C", "H", "H", "H", "H", "H", "H", "H", "H", "H", "H", "H", "H", "H", "C", "C", "C", "C", "C", "C", "C", "C", "C", "C", "C", "C", "C", "C", "C", "H", "H", "H", "H", "H", "H", "H", "H", "H", "H"],
  "xyz": [[0.78955, 0.14020, -0.73412], [7.31090, -2.86269, -0.50743], [6.04203, -2.09106, -0.27596], [6.02316, -0.90686, 0.45484], [4.85547, -0.19095, 0.63296], [3.63397, -0.63536, 0.11865], [2.46165, 0.11642, 0.29143], [2.50884, 1.20878, 1.18760], [2.62904, 1.00751, 2.56386], [2.72975, 2.07215, 3.43628], [2.70165, 3.39091, 2.97389], [2.79316, 4.54927, 3.92748], [2.55872, 3.59873, 1.60947], [2.47656, 2.52491, 0.72847], [2.37211, 2.79077, -0.67198], [2.79887, 3.87027, -1.35601], [2.41792, 3.71617, -2.67107], [1.76271, 2.48492, -2.71046], [1.73641, 1.92812, -1.49851], [3.65782, -1.81584, -0.62069], [4.84224, -2.51329, -0.82561], [2.47412, -2.33891, -1.22054], [2.26210, -3.61477, -1.57441], [1.12804, -3.67161, -2.35707], [0.67513, -2.36633, -2.41154], [1.49142, -1.54287, -1.73364], [8.11278, -2.49741, 0.13092], [7.63930, -2.76914, -1.54379], [7.17028, -3.92367, -0.30174], [6.94399, -0.52220, 0.87467], [4.89145, 0.73822, 1.18430], [2.66476, -0.01168, 2.92767], [2.83402, 1.88291, 4.49724], [3.41448, 4.29939, 4.78560], [1.80521, 4.81613, 4.30804], [3.21351, 5.43034, 3.44506], [2.52047, 4.61265, 1.22879], [3.36718, 4.64912, -0.87807], [2.61786, 4.38568, -3.48853], [1.35427, 1.95176, -3.55416], [4.83388, -3.39796, -1.44901], [2.92612, -4.39656, -1.25077], [0.68098, -4.54504, -2.79599], [-0.19999, -1.97100, -2.89736], [-3.16304, 2.30559, 0.86602], [-1.81968, 1.55548, 0.82491], [-1.04200, 1.92749, -0.38368], [-0.67238, 3.34851, -0.27254], [-1.93331, 4.21911, -0.05993], [-3.13723, 3.33813, -0.22283], [-3.10742, 2.66151, -1.56102], [-1.87612, 1.73248, -1.58513], [-3.32617, 2.82445, 1.80852], [-4.01150, 1.65013, 0.67040], [-1.98873, 0.48359, 0.81273], [-1.21023, 1.79144, 1.69726], [-0.15758, 3.64790, -1.18437], [0.01433, 3.46947, 0.56315], [-2.01110, 5.02087, -0.79156], [-1.98342, 4.65066, 0.93789], [-3.97956, 3.90861, -0.16040], [-3.06348, 3.44390, -2.31671], [-4.03781, 2.10649, -1.67481], [-1.27250, 1.94126, -2.46848], [-2.18757, 0.68918, -1.60671], [-0.74242, -1.06124, -0.19667], [-1.79317, -1.71178, -0.15695], [-2.95982, -2.44305, 0.00077], [-4.21668, -1.72909, -0.25371], [-4.28189, -0.74683, -1.25127], [-5.44949, -0.03452, -1.48087], [-6.58124, -0.28618, -0.71387], [-6.53105, -1.25717, 0.27920], [-5.36560, -1.97132, 0.50862], [-2.89689, -3.83054, 0.45021], [-3.92266, -4.73486, 0.14693], [-3.84804, -6.05062, 0.56975], [-2.75173, -6.48989, 1.30059], [-1.71928, -5.60690, 1.59349], [-1.78660, -4.29255, 1.16840], [-3.42056, -0.60247, -1.89479], [-5.49117, 0.69173, -2.28411], [-7.50114, 0.24970, -0.90540], [-7.40826, -1.46198, 0.87860], [-5.33344, -2.70895, 1.29978], [-4.76610, -4.41181, -0.44920], [-4.64438, -6.73909, 0.32075], [-2.69975, -7.51692, 1.63572], [-0.86237, -5.94583, 2.16054], [-0.98362, -3.60419, 1.40204]]
}



Record 2
{
  "formula": "C41H42BBrN6OPS2TeV",
  "method": "ωB97M-V/def2-TZVPD",
  "multiplicity": 4,
  "charge": 1,
  "lumo_energy_ev": [-2.77, -3.19],
  "orbital_gap_ev": [6.75, 6.67],
  "elements": ["V", "C", "C", "C", "C", "C", "Br", "N", "C", "H", "H", "H", "H", "H", "H", "C", "N", "C", "C", "N", "B", "N", "C", "C", "N", "C", "C", "S", "C", "S", "H", "H", "H", "H", "H", "H", "H", "H", "H", "H", "H", "H", "O", "N", "C", "C", "C", "C", "C", "C", "C", "P", "C", "C", "C", "C", "C", "C", "C", "C", "C", "C", "C", "C", "H", "H", "H", "H", "H", "H", "H", "H", "H", "H", "H", "H", "H", "H", "H", "H", "C", "Te", "C", "C", "C", "C", "C", "C", "C", "H", "H", "H", "H", "H", "H", "H", "H"],
  "xyz": [[0.70156, -0.89849, 0.68202], [4.92436, 0.87001, -3.15908], [4.09376, -0.30799, -2.76918], [4.30566, -1.58039, -3.29768], [3.52976, -2.64019, -2.86118], [2.56766, -2.37679, -1.90088], [1.55926, -3.79929, -1.15058], [2.30516, -1.17299, -1.42938], [3.05636, -0.16559, -1.85308], [5.81046, 0.55371, -3.70308], [5.22846, 1.42601, -2.27298], [4.35086, 1.54441, -3.79628], [5.07006, -1.74079, -4.04378], [3.67296, -3.64029, -3.23588], [2.80616, 0.80931, -1.44488], [1.19556, -5.24579, 2.46072], [-0.13854, -4.79509, 2.16892], [-1.19644, -5.58019, 1.79902], [-2.28234, -4.76839, 1.72232], [-1.90314, -3.50099, 2.04462], [-2.86274, -2.30749, 2.28112], [-3.44064, -1.87699, 0.91042], [-4.75804, -1.62509, 0.67342], [-4.92794, -1.39399, -0.65188], [-3.69214, -1.49279, -1.23518], [-3.43984, -1.46939, -2.64928], [-2.79874, -1.77819, -0.25428], [-1.13374, -2.00719, -0.53698], [-0.59364, -3.52719, 2.29402], [0.40786, -2.21619, 2.72952], [1.14946, -6.25509, 2.86622], [1.63576, -4.57929, 3.20542], [1.81286, -5.25469, 1.55812], [-1.09714, -6.63249, 1.62422], [-3.29904, -4.99449, 1.47182], [-3.75964, -2.69019, 2.95952], [-2.23684, -1.41729, 2.75502], [-5.46734, -1.62399, 1.47302], [-5.81074, -1.16959, -1.21598], [-4.12804, -0.77809, -3.13218], [-3.56814, -2.46999, -3.07058], [-2.41694, -1.13949, -2.82688], [2.95386, -2.06419, 0.98532], [2.37676, -0.85749, 1.42192], [3.03756, -0.32159, 2.40812], [2.64056, 0.78741, 3.20512], [3.53206, 1.18091, 4.22092], [3.23726, 2.22021, 5.06992], [2.04466, 2.92131, 4.91562], [1.15396, 2.55631, 3.92212], [1.41716, 1.47891, 3.07982], [0.21156, 1.07731, 1.77472], [-1.39944, 1.11981, 2.60342], [-2.56604, 1.22481, 1.84422], [-3.80134, 1.16811, 2.46342], [-3.88354, 0.97031, 3.83342], [-2.72894, 0.85201, 4.58762], [-1.49054, 0.92031, 3.97892], [0.31826, 2.68391, 0.90132], [-0.67014, 3.66031, 0.88902], [-0.41994, 4.89151, 0.30402], [0.80996, 5.15761, -0.27068], [1.80556, 4.19101, -0.25458], [1.56056, 2.96261, 0.32992], [2.73456, -2.73119, 1.67092], [3.96966, -0.80469, 2.69922], [4.46586, 0.64691, 4.31692], [3.93686, 2.49551, 5.84412], [1.81586, 3.74821, 5.57012], [0.22676, 3.10381, 3.80472], [-2.50264, 1.34081, 0.76392], [-4.70414, 1.27161, 1.87892], [-4.84784, 0.90001, 4.31122], [-2.78934, 0.69631, 5.65352], [-0.58914, 0.80611, 4.56392], [-1.62894, 3.47961, 1.34872], [-1.18414, 5.65361, 0.31372], [0.99506, 6.11671, -0.72868], [2.77436, 4.41501, -0.68038], [2.34416, 2.21161, 0.39112], [-0.19994, 2.42741, -2.81978], [-0.48494, 0.62541, -1.59308], [0.04856, -0.28009, -3.49208], [-0.46124, 0.66061, -4.53538], [-0.77514, 0.22481, -5.81328], [-1.23964, 1.12051, -6.75998], [-1.37874, 2.45691, -6.42898], [-1.05164, 2.89941, -5.15728], [-0.59104, 2.00741, -4.19988], [0.83876, 2.76001, -2.81408], [-0.81574, 3.25011, -2.45798], [-0.35664, -1.28569, -3.61178], [1.13696, -0.34269, -3.56258], [-0.65314, -0.81979, -6.06308], [-1.49574, 0.77391, -7.74938], [-1.74924, 3.15481, -7.16268], [-1.16044, 3.94421, -4.90268]]
}